Record 1
Entry from the OMol25 dataset: C18H48AlF3N7O12P2S2 as an isolated structure in a non-equilibrium geometry (wB97M-V/def2-TZVPD).

Computed properties:
- Net charge: +1

```
93
Properties=species:S:1:pos:R:3:forces:R:3
Al 0.10303 2.18278 -3.06691 -0.14 0.20 0.07
N -4.46278 -1.52971 -2.03420 -1.22 -2.13 3.16
S -5.74284 -1.98450 -2.77409 -5.20 1.69 -8.62
O -6.99043 -1.18273 -2.60917 2.31 -2.15 1.59
O -5.92593 -3.36105 -3.25521 0.67 1.89 2.01
F -5.35841 -1.25886 -4.18630 0.87 -0.45 0.41
S -4.97817 -2.30360 -0.57719 4.04 -0.19 4.61
O -4.98258 -3.74489 -0.50081 -0.49 1.55 -1.23
O -5.82488 -1.53782 0.26913 -1.27 0.03 -1.22
F -3.60336 -1.96240 0.19006 0.43 -0.20 -0.73
F 1.46617 7.14998 -2.00830 -0.03 -0.23 0.00
O 2.26242 1.86901 3.77474 0.85 0.76 3.02
P 2.60701 1.92203 5.25330 -0.87 -0.75 0.23
N 4.01162 0.95334 5.52649 0.91 -1.09 -0.02
C 4.71014 0.89206 6.86851 -2.25 0.77 -0.42
C 4.95131 0.92892 4.36671 -0.02 0.46 0.33
N 1.39064 1.30781 6.35666 2.40 1.76 -1.61
C 0.16921 1.96558 6.70734 -0.13 0.89 -0.33
C 1.32955 -0.05905 6.71234 1.21 -1.29 -0.20
N 3.14296 3.42845 5.97225 -1.49 -1.11 -1.04
C 3.15335 3.68536 7.40519 -0.56 0.37 -0.17
C 3.66974 4.43542 5.05620 0.31 -0.51 -0.40
H 5.46017 0.12072 7.04338 0.05 0.15 -0.85
H 3.91591 0.69774 7.58930 0.01 -0.10 0.17
H 5.03141 1.90375 7.11623 0.77 -0.20 -0.04
H 4.51580 0.58596 3.42819 -0.44 0.42 0.26
H 5.85703 0.33319 4.48016 -0.31 -0.36 0.84
H 5.33236 1.94835 4.30614 0.10 0.22 -0.70
H -0.07223 1.71838 7.74111 -0.04 0.28 0.11
H 0.26699 3.04201 6.56641 -0.23 0.04 0.11
H -0.63088 1.58062 6.07507 -0.27 0.20 -0.05
H 0.29435 -0.35976 6.87364 0.22 -0.15 0.06
H 1.78727 -0.67925 5.94166 -0.18 -0.25 -0.13
H 1.96332 -0.20029 7.58783 -0.40 -0.47 0.48
H 2.99873 4.75369 7.55630 0.37 0.12 -0.01
H 2.31607 3.23065 7.93464 0.00 -0.42 -0.29
H 4.06518 3.35343 7.90168 0.16 0.20 -0.01
H 3.37030 5.45347 5.30524 -0.22 -0.10 0.19
H 3.36142 4.19299 4.03922 -0.31 0.11 0.09
H 4.75833 4.41293 5.00560 0.32 0.08 0.34
O 2.39994 -4.49322 -3.21691 0.05 -1.73 -0.68
P 2.72680 -5.94277 -3.11310 0.66 -0.84 1.09
N 3.49480 -6.33437 -1.58762 -1.09 0.16 -1.12
C 4.84233 -5.88486 -1.42730 2.35 0.29 -0.99
C 2.73658 -6.00382 -0.38548 -1.58 -0.79 0.24
N 3.76626 -6.55865 -4.38669 -0.09 1.16 0.29
C 3.60173 -5.86244 -5.69014 0.30 -0.15 0.89
C 4.13564 -7.95357 -4.49862 -0.68 -0.86 0.82
N 1.41419 -7.07880 -3.26105 0.90 -0.88 1.68
C 1.44069 -8.47240 -2.65576 -0.70 0.85 -0.34
C 0.47377 -6.92457 -4.34485 -0.18 0.65 -0.48
H 5.19927 -5.79073 -0.40170 -0.58 -0.56 0.17
H 5.10342 -4.90042 -1.81565 -0.49 0.35 -0.39
H 5.52456 -6.56719 -1.93433 0.13 -0.09 0.02
H 2.20971 -5.04973 -0.39975 0.20 0.22 -0.14
H 3.33569 -6.06947 0.52275 0.32 0.11 -0.37
H 1.98444 -6.77985 -0.24351 -0.33 0.09 0.02
H 4.21675 -6.35589 -6.44271 -0.20 -0.13 0.09
H 2.54436 -5.89595 -5.95273 0.04 0.24 -0.48
H 3.95610 -4.83517 -5.60507 -0.31 0.03 0.05
H 4.47480 -8.37559 -3.55259 0.46 0.39 0.11
H 3.26819 -8.58763 -4.68187 -0.44 -0.01 -0.47
H 4.83082 -8.20769 -5.29877 0.20 0.65 0.12
H 1.77511 -8.53278 -1.62009 0.21 0.49 -0.20
H 0.41098 -8.82878 -2.68381 -0.13 0.21 0.16
H 1.96620 -9.23544 -3.22995 0.47 0.30 -0.29
H -0.37529 -7.60753 -4.31698 0.22 -0.15 0.48
H 0.95177 -7.09203 -5.31003 0.11 -0.09 -0.30
H 0.05892 -5.91672 -4.36014 0.13 0.10 0.04
C -3.25500 6.77007 2.61467 2.24 -1.37 -0.75
O -4.53157 6.62724 2.09157 -2.11 0.39 0.24
C -4.91779 5.62475 1.27752 2.33 -1.02 -0.69
O -4.18338 4.77986 0.77821 -0.68 0.98 0.89
O -6.19735 5.72931 1.05569 -0.87 1.10 -0.02
C -6.86066 4.71829 0.29654 0.00 -0.09 -0.35
H -2.67085 5.91553 2.27316 0.29 -0.01 -0.27
H -3.11826 6.70556 3.69413 -1.08 0.35 0.16
H -2.75573 7.66035 2.23225 -0.35 0.13 0.03
H -6.41589 4.50767 -0.67605 0.86 -0.27 0.43
H -7.81808 5.11243 -0.04419 -0.22 0.07 0.95
H -6.90753 3.86910 0.97829 -0.39 -0.29 -0.66
C -3.93781 8.49449 -5.95912 0.57 0.77 0.54
O -4.97174 7.93293 -6.76380 0.30 -1.83 -0.05
C -5.04705 6.53945 -6.77353 1.63 -0.28 3.12
O -4.34202 5.76339 -6.06301 -2.49 2.65 -2.95
O -6.08528 6.24812 -7.53866 1.17 3.49 -0.17
C -6.63460 5.02824 -7.58397 -1.35 -3.35 0.35
H -3.83884 9.57175 -6.09265 -0.41 -0.01 -1.17
H -2.95815 8.06982 -6.17828 -0.22 -0.28 0.25
H -4.17131 8.54206 -4.89549 -0.09 -1.16 0.14
H -7.03710 4.72425 -6.61769 0.77 -0.32 0.46
H -5.92625 4.32135 -8.01598 -0.23 -0.38 0.25
H -7.57540 4.99731 -8.13355 0.39 0.67 -0.76
```
Forces are in eV/Å.

Record 2
Entry from the OMol25 dataset: a 6-piece molecular cluster, C18H48Cl2O16S5Si overall in a non-equilibrium geometry (wB97M-V/def2-TZVPD).

Computed properties:
- SMILES: C[C@@H](Cl)[C@@H](Cl)[SiH2]O.CCOS(C)(=O)=O.CCOS(C)(=O)=O.CCOS(C)(=O)=O.CCOS(C)(=O)=O.CCOS(C)(=O)=O
- Net charge: 0

```
90
Properties=species:S:1:pos:R:3:forces:R:3
C 0.11958 1.94269 5.77309 0.81 -0.02 0.43
C 1.28548 0.81189 5.42760 -0.13 1.63 0.51
Cl 0.53850 -0.92174 5.49203 0.64 1.80 -0.27
C 2.10623 1.10796 4.03935 0.08 -1.84 0.66
Cl 1.11028 1.88271 2.68254 0.88 -0.18 1.59
Si 3.66750 2.17461 4.57131 0.48 -2.53 0.42
O 4.89012 0.95655 5.04334 -2.78 1.02 0.42
H -0.65644 2.03851 4.89897 1.58 -0.25 1.93
H 0.69902 2.97089 5.94535 -1.30 -2.15 -0.59
H -0.40138 1.69518 6.81686 1.09 0.35 -2.51
H 2.08109 0.88124 6.30894 -1.72 -0.51 -1.79
H 2.48536 0.05917 3.61703 -0.86 2.31 0.85
H 4.12886 3.07346 3.52181 0.31 -0.11 -0.20
H 3.22298 2.95214 5.73799 0.10 0.08 0.13
H 4.44186 0.34202 5.70165 1.00 1.02 -1.18
C -0.15426 0.22250 0.45039 0.18 -0.33 -0.38
C -1.61924 -0.16985 0.48714 0.86 -0.36 0.95
O -2.32098 0.34088 -0.63663 -0.55 -0.22 -1.53
S -2.16578 -0.42215 -2.06770 -0.20 0.31 0.48
C -3.52058 0.37665 -2.89266 -0.04 0.12 0.14
O -2.49200 -1.82143 -1.89495 0.66 1.01 -0.13
O -0.93312 0.00864 -2.69312 -0.80 -0.66 0.43
H 0.36504 -0.27510 -0.37398 -0.09 0.03 0.06
H 0.34458 -0.05751 1.38253 -0.27 -0.03 -0.30
H -0.04460 1.30095 0.29750 -0.08 -0.18 0.09
H -1.73651 -1.25632 0.55973 -0.07 0.11 -0.16
H -2.08350 0.26502 1.37863 -0.18 0.03 -0.34
H -4.45037 0.10259 -2.39183 0.18 0.01 -0.02
H -3.53678 0.03139 -3.92814 0.14 -0.05 0.17
H -3.36543 1.45678 -2.86291 0.03 -0.17 0.03
C 1.68698 -1.64678 -4.82872 0.15 -0.29 -0.20
C 1.66052 -0.14099 -5.01130 -1.15 -0.66 0.15
O 2.96671 0.41203 -4.94652 1.34 0.50 -0.88
S 3.93512 0.28385 -6.25036 0.01 -0.15 0.81
C 5.16214 1.45817 -5.73118 -0.09 0.06 0.14
O 3.24580 0.81789 -7.40530 0.40 -0.73 0.69
O 4.53712 -1.03289 -6.25486 -0.68 1.08 -0.37
H 2.17229 -2.13691 -5.67791 -0.07 0.05 0.09
H 0.67149 -2.04397 -4.74407 0.08 0.14 0.06
H 2.25227 -1.91951 -3.93178 -0.16 0.10 -0.07
H 1.16559 0.13566 -5.94829 0.19 0.05 0.02
H 1.08257 0.30778 -4.19645 0.34 0.11 -0.14
H 4.70243 2.44576 -5.66972 0.01 -0.17 -0.01
H 5.96171 1.46255 -6.47437 -0.19 -0.13 0.01
H 5.55743 1.15107 -4.76109 -0.11 -0.01 -0.16
C 2.88832 -7.62755 4.11811 0.35 0.10 -0.10
C 1.56839 -6.93585 4.40234 0.08 -0.86 -0.83
O 1.70025 -5.97268 5.43727 0.21 1.32 0.35
S 2.36546 -4.52881 5.08091 -0.09 -0.22 0.29
C 1.88278 -3.68913 6.56956 0.03 -0.27 0.15
O 1.65099 -3.94112 3.96807 0.81 -0.63 0.58
O 3.80661 -4.66768 5.08243 -1.18 0.19 -0.35
H 3.60894 -6.93258 3.67699 -0.10 -0.10 0.04
H 2.74754 -8.45735 3.41971 -0.06 0.08 0.10
H 3.33291 -8.01093 5.04213 -0.15 0.00 -0.12
H 1.15666 -6.48038 3.49544 0.06 0.12 0.16
H 0.84239 -7.67932 4.74813 0.03 0.35 0.19
H 0.79387 -3.63024 6.60486 0.18 -0.02 -0.05
H 2.31182 -2.68561 6.54594 -0.04 -0.25 -0.15
H 2.27148 -4.23992 7.42816 -0.03 -0.01 -0.18
C 1.34993 2.64241 -9.15800 0.07 0.32 -0.26
C 0.74598 1.25081 -9.14574 1.33 0.14 0.18
O -0.67044 1.29970 -9.23245 -1.40 -0.02 -0.95
S -1.35552 1.57027 -10.68563 0.18 0.01 0.52
C -3.01244 1.11408 -10.23772 0.02 -0.05 0.18
O -0.85096 0.60043 -11.63383 -0.15 0.99 0.59
O -1.33084 2.99284 -10.95375 0.14 -1.23 -0.07
H 1.20871 3.12329 -10.13046 0.00 -0.06 0.11
H 2.42366 2.59978 -8.95447 -0.21 -0.11 0.03
H 0.87027 3.28071 -8.40903 0.08 -0.15 -0.02
H 1.16474 0.63033 -9.94516 -0.19 0.04 0.03
H 0.99151 0.76293 -8.19649 -0.34 0.03 -0.25
H -3.02936 0.05439 -9.97844 0.07 0.16 -0.04
H -3.65845 1.29982 -11.09788 0.22 0.03 0.03
H -3.33199 1.72728 -9.39303 0.11 -0.06 -0.13
C -5.40835 4.19739 4.71378 0.33 0.02 -0.19
C -5.88607 3.73679 6.07800 -0.24 1.13 -0.40
O -5.52681 2.38527 6.32390 0.97 -0.92 0.57
S -3.99363 2.05159 6.76237 -0.45 -0.15 -0.13
C -4.27598 0.38371 7.30328 -0.20 0.01 -0.05
O -3.64551 2.85659 7.91347 -0.07 -0.33 -1.12
O -3.16814 2.01193 5.57359 -0.51 0.33 1.07
H -4.31634 4.25343 4.67835 -0.14 0.02 0.01
H -5.80571 5.18900 4.47939 -0.02 -0.12 0.07
H -5.72142 3.49473 3.93487 -0.05 0.12 0.14
H -5.50940 4.39127 6.87123 0.05 -0.20 -0.01
H -6.97959 3.78778 6.10978 0.19 -0.33 0.15
H -4.94420 0.40023 8.16563 0.09 0.07 -0.14
H -3.31340 -0.04840 7.58325 -0.03 0.20 -0.09
H -4.71433 -0.18525 6.48122 0.08 0.14 0.09
```
Forces are in eV/Å.

Record 3
Entry from the OMol25 dataset: C18H48CrF2NO22S8 as an isolated structure in a non-equilibrium geometry (wB97M-V/def2-TZVPD).

Computed properties:
- Multiplicity: 4
- Net charge: +2
- <S²>: 3.768

```
100
Properties=species:S:1:pos:R:3:forces:R:3
Cr -0.02644 0.36945 -0.36324 0.52 -1.10 -0.52
N -1.92484 -0.18785 -0.54030 -4.08 -0.36 0.95
S -2.75929 -1.24031 -1.44871 2.35 -4.15 -5.93
O -3.69355 -0.75318 -2.40754 -0.14 0.53 1.47
O -2.93081 -2.55695 -0.89816 -0.37 1.58 0.64
F -1.52308 -1.52556 -2.46532 0.22 0.21 0.58
S -3.34065 0.09134 0.43754 0.47 3.92 4.39
O -3.48006 -0.78249 1.56116 0.53 -0.09 -1.29
O -4.48011 0.63123 -0.20317 0.26 -1.14 -0.91
F -2.75645 1.42764 1.08924 0.58 -0.47 -0.07
O 0.40812 -1.80939 -0.16118 -0.18 -0.57 0.11
S 0.18167 -3.10482 0.48571 -1.73 -0.75 1.16
O 1.14449 -3.63574 1.41506 -0.13 0.55 -1.24
O -1.21187 -2.96141 1.27938 1.46 0.52 -1.24
C -1.43546 -3.79563 2.44459 -0.39 -0.26 0.20
C -2.92234 -4.02310 2.49494 -0.88 1.69 -0.07
C -0.30732 -4.36113 -0.75587 0.39 0.61 0.31
H -1.09500 -3.19845 3.29057 0.11 -0.37 0.08
H -0.87973 -4.73006 2.36290 0.15 0.13 0.04
H -3.40393 -3.03785 2.54210 0.23 0.10 0.24
H -3.27224 -4.50452 3.40506 0.20 -0.61 -0.27
H -3.36422 -4.35062 1.55360 0.32 -0.92 0.19
H 0.56303 -4.96138 -1.00946 0.03 -0.04 0.22
H -0.72881 -3.92688 -1.65975 0.07 0.43 0.22
H -1.09533 -4.92577 -0.26267 0.20 -0.19 0.08
O -1.03047 3.63388 2.42159 1.11 -0.81 -0.66
S -0.15978 3.50948 1.27775 -0.81 1.84 0.92
O 0.09542 2.19159 0.71251 -0.03 1.12 0.13
O -0.82003 4.42107 0.15527 0.92 -1.30 -0.55
C -1.20909 5.75690 0.47304 -1.35 2.01 1.21
C -1.71802 6.45375 -0.76824 0.09 -0.31 0.04
C 1.39756 4.36126 1.60657 -0.46 -0.82 0.40
H -0.44626 6.37955 0.95061 0.69 -0.55 -0.36
H -1.99268 5.80944 1.23400 -0.13 -0.89 -0.11
H -2.30695 7.33886 -0.53082 0.33 0.13 0.35
H -2.44565 5.81126 -1.26706 0.39 -0.12 -0.37
H -0.84796 6.75552 -1.35100 -0.37 -0.09 -0.56
H 2.06196 3.62142 2.05269 -0.08 0.01 0.14
H 1.09794 5.10410 2.34191 0.24 0.12 -0.03
H 1.88559 4.79248 0.73698 -0.38 -0.07 -0.22
O -2.91984 2.94750 -1.73800 1.16 -0.55 0.41
S -1.71687 2.52537 -2.39292 -2.56 0.49 -2.56
O -0.61533 1.88293 -1.68455 0.43 0.03 0.21
O -2.09024 1.45103 -3.53355 1.28 0.40 1.85
C -2.80858 1.79495 -4.71915 -1.06 0.92 -1.01
C -4.19624 2.40037 -4.49487 0.28 0.25 0.70
C -1.10543 3.93643 -3.34673 0.96 -1.43 0.44
H -2.88295 0.88484 -5.30967 0.14 -0.22 0.39
H -2.20999 2.49068 -5.31391 0.15 -0.09 0.06
H -4.14389 3.44428 -4.17579 0.15 0.05 -0.17
H -4.72132 1.91678 -3.67086 -0.07 -0.38 -0.27
H -4.78186 2.37383 -5.41084 0.03 -0.18 0.00
H -0.52482 4.54976 -2.66182 -0.25 0.19 -0.02
H -1.92517 4.43911 -3.84764 -0.15 0.01 0.28
H -0.43043 3.47697 -4.07066 0.05 0.24 -0.10
O 1.05591 1.06432 3.55725 -0.80 -0.46 -0.46
S 0.03090 0.11790 3.18502 0.55 0.57 1.44
O -0.21616 -0.09729 1.76866 -0.29 -0.45 0.55
O 0.46296 -1.31380 3.77490 -1.09 0.84 -0.87
C 0.73048 -1.34185 5.19383 1.16 0.10 1.25
C 1.18931 -2.73984 5.59066 -0.73 -0.07 -1.06
C -1.56758 0.52893 3.96018 1.08 -0.58 -0.72
H -0.11278 -1.01119 5.80209 -0.36 -0.24 -0.37
H 1.52017 -0.61920 5.41050 0.05 0.02 -0.19
H 2.07454 -3.03820 5.02986 0.23 0.20 0.25
H 0.42419 -3.45132 5.27144 -0.08 -0.06 0.28
H 1.32610 -2.82589 6.66453 0.13 0.10 -0.01
H -1.50746 0.48520 5.04355 0.15 -0.17 -0.04
H -2.21051 -0.23048 3.51680 -0.41 0.25 0.22
H -1.79756 1.54920 3.65771 -0.03 -0.08 -0.25
O 0.28876 -0.30840 -4.56787 0.40 -0.06 0.79
S 1.12988 -0.76384 -3.50139 0.05 -0.87 -1.36
O 0.95554 -0.18958 -2.16903 0.24 -0.01 0.01
O 1.01872 -2.32842 -3.31712 0.52 0.87 0.47
C 0.70934 -3.12431 -4.48618 -1.45 -1.14 -0.90
C 1.25219 -4.54503 -4.33394 -0.15 1.10 0.00
C 2.85298 -0.61901 -4.06715 -1.18 1.11 1.13
H 1.00823 -2.69910 -5.44519 0.46 0.47 0.36
H -0.38224 -3.13960 -4.51786 0.03 -0.03 -0.10
H 2.31520 -4.44086 -4.11909 -0.01 -0.56 0.30
H 1.13637 -5.08551 -5.27135 -0.01 0.13 -0.09
H 0.65737 -5.06934 -3.59019 0.47 -0.14 0.26
H 3.51807 -0.94706 -3.27414 0.03 -0.36 -0.20
H 2.96898 0.45869 -4.18919 0.19 -0.04 -0.25
H 2.91853 -1.12851 -5.02239 0.07 -0.17 0.10
O 1.99612 0.23300 0.22813 0.77 0.70 0.09
S 3.19966 0.48725 1.01801 1.24 -1.25 1.77
O 3.43446 1.73013 1.69545 -0.52 -0.39 -0.95
O 3.23864 -0.70944 2.10245 -1.14 1.34 -1.35
C 4.12780 -0.58190 3.22756 0.88 -1.02 1.05
C 4.88970 -1.90067 3.32261 0.74 0.42 -0.46
C 4.64254 0.03524 0.02627 -0.15 0.33 0.35
H 3.59932 -0.47628 4.17617 -0.69 0.28 -0.44
H 4.77934 0.28880 3.16344 0.00 -0.05 -0.34
H 4.24023 -2.77104 3.26183 -0.17 0.11 0.24
H 5.49143 -1.90977 4.23198 -0.24 -0.11 0.15
H 5.62060 -1.99918 2.51561 -0.10 0.02 -0.11
H 4.27596 -0.49340 -0.84771 0.19 0.16 -0.14
H 5.30800 -0.60337 0.60536 -0.44 -0.24 0.22
H 5.25135 0.92209 -0.14339 -0.47 0.19 -0.51
```
Forces are in eV/Å.

Values for DFT total energy, eV, ordered as above
-109422.2298, -139300.1898, -186499.4840